a.
This record from the Open Molecules 2025 dataset describes a cluster of 2 separate species, C2H3NO3 in total. The level of theory is ωB97M-V/def2-TZVPD.

Calculated values
Molar mass ... 89.05 u
Kohn-Sham gap ... 0.353 Ha
HOMO level ... -10.3 eV

Positions of all 9 atoms, in Å:
C: -0.2669 0.6283 -0.5767
C: 0.3567 -0.5640 0.3078
H: -2.1380 1.8983 -0.2289
H: -1.6622 -0.1298 0.3141
H: 0.2991 -1.9024 1.6573
N: -1.6000 0.5969 -0.3977
O: 0.6188 1.4573 -1.0960
O: -0.2659 -1.0356 1.4778
O: 1.4174 -0.9755 -0.0499

---

b.
This record from the Open Molecules 2025 dataset describes the molecule C2H3NO3. The level of theory is ωB97M-V/def2-TZVPD.

Calculated values
Molar mass ... 89.05 u
Kohn-Sham gap ... 0.422 Ha
SMILES ... O=CNC(=O)O
HOMO level ... -10.9 eV

Positions of all 9 atoms, in Å:
O: -1.6135 -0.6918 0.5347
C: -1.2315 0.0861 -0.3243
N: 0.0698 0.3506 -0.6335
C: 1.2143 -0.0218 0.1871
O: 2.1707 0.6963 0.1341
O: 0.9982 -1.0796 0.9455
H: -1.9683 0.7098 -0.8378
H: 0.1972 0.9282 -1.4485
H: 0.1631 -0.9778 1.4428

---

c.
This record from the Open Molecules 2025 dataset describes the molecule C2H3NO3. The level of theory is ωB97M-V/def2-TZVPD.

Calculated values
Molar mass ... 89.05 u
Kohn-Sham gap ... 0.443 Ha
SMILES ... N#CC(O)(O)O
HOMO level ... -11.7 eV

Positions of all 9 atoms, in Å:
N: -3.6834 -0.1309 -0.0238
C: -2.5651 -0.0073 0.1118
C: -1.1460 0.0623 0.0161
O: -0.6624 -1.0976 0.7133
O: -0.6273 1.1929 0.5307
O: -0.7424 -0.0491 -1.3008
H: -0.2631 -1.7112 0.1286
H: -1.1161 1.4582 1.4058
H: -1.1647 0.7012 -1.8532

---

d.
This record from the Open Molecules 2025 dataset describes the molecule C2H3NO3. The level of theory is ωB97M-V/def2-TZVPD.

Calculated values
Molar mass ... 89.05 u
Kohn-Sham gap ... 0.390 Ha
SMILES ... O=C1NOCO1
HOMO level ... -9.9 eV

Positions of all 9 atoms, in Å:
O: -2.3837 0.0028 -0.0619
C: -1.1508 0.0476 -0.0968
N: -0.1621 1.0490 0.1461
O: 1.1599 0.6963 -0.2245
C: 0.8322 -0.7685 0.0746
O: -0.3490 -0.9637 -0.1528
H: -0.5447 1.9839 -0.2828
H: 1.6994 -1.3345 -0.5118
H: 0.8989 -0.7128 1.1100

---

The relative energies come out as a 0.1132; b 0.0000; c 0.0554; d 0.1558, with values in hartree.

---

a.
This record from the Open Molecules 2025 dataset describes a cluster of 2 separate species, C2H3NO3 in total. The level of theory is ωB97M-V/def2-TZVPD.

Calculated values
Molar mass ... 89.05 u
Kohn-Sham gap ... 0.333 Ha
SMILES ... O=C=O.CN=O
HOMO level ... -9.5 eV

Positions of all 9 atoms, in Å:
O: -2.2505 0.0517 -0.0745
C: -2.0825 1.1259 -0.4224
O: -1.9046 2.1834 -0.7505
C: 1.2875 -0.9426 0.2469
N: 1.0952 0.4781 0.5240
O: 0.2071 1.0375 -0.0939
H: 0.9217 -1.0389 -0.7611
H: 2.2303 -1.3074 0.5277
H: 0.4960 -1.5877 0.8039

---

b.
This record from the Open Molecules 2025 dataset describes a cluster of 2 separate species, C2H3NO3 in total. The level of theory is ωB97M-V/def2-TZVPD.

Calculated values
Molar mass ... 89.05 u
Kohn-Sham gap (spin up / spin down) ... 0.360 / 0.225 Ha
HOMO level (spin up / spin down) ... -9.6 / -7.6 eV

Positions of all 9 atoms, in Å:
C: -0.2701 -0.0936 0.4273
C: 0.5409 0.6345 -0.4690
N: 3.1656 -0.1362 -0.0545
O: 4.0269 0.6615 -0.3008
O: 3.2350 -1.1249 0.6403
O: 0.2676 1.2472 0.6398
H: -1.2676 -0.3087 0.1820
H: 0.3275 -0.7836 0.9417
H: 0.9975 0.9800 -1.3367

---

c.
This record from the Open Molecules 2025 dataset describes a structure of composition C2H3NO3. The level of theory is ωB97M-V/def2-TZVPD.

Calculated values
Molar mass ... 89.05 u
Kohn-Sham gap ... 0.327 Ha
HOMO level ... -9.1 eV

Positions of all 9 atoms, in Å:
C: -0.2366 -1.6305 -0.2750
C: -0.7324 -0.3214 0.2135
N: 0.6314 0.8543 -0.3157
O: -0.6132 -2.0976 -1.3148
O: -1.5748 0.0559 0.8838
O: 0.4766 2.0499 0.3978
H: 0.4674 -1.9519 0.4774
H: 1.4077 0.4343 0.2166
H: 0.1739 2.6070 -0.2836

---

The relative energies come out as a 0.0000; b 0.1868; c 0.0665, with values in hartree.

---

a.
This record from the Open Molecules 2025 dataset describes the molecule C2H3NO3. The level of theory is ωB97M-V/def2-TZVPD.

Calculated values
Molar mass ... 89.05 u
Kohn-Sham gap (spin up / spin down) ... 0.267 / 0.326 Ha
HOMO level (spin up / spin down) ... -8.9 / -9.5 eV

Positions of all 9 atoms, in Å:
C: -0.6770 -0.6314 -0.1707
C: 1.7094 0.5567 0.0226
N: 2.9367 -0.0385 -0.0622
O: 3.9174 0.6626 -0.0448
O: 2.9177 -1.2472 0.0475
O: 0.5937 -0.3135 0.1328
H: -1.3314 0.0469 -0.5658
H: -1.1545 -1.5839 0.2793
H: 1.7358 1.5733 -0.4361

---

b.
This record from the Open Molecules 2025 dataset describes a cluster of 2 separate species, C2H3NO3 in total. The level of theory is ωB97M-V/def2-TZVPD.

Calculated values
Molar mass ... 89.05 u
Kohn-Sham gap ... 0.369 Ha
SMILES ... C=C=O.O=NO
HOMO level ... -9.9 eV

Positions of all 9 atoms, in Å:
C: 1.3384 0.4325 -0.2161
C: 0.4180 1.3023 0.0965
O: -0.2845 2.2219 0.2538
H: 2.3242 0.1372 0.2972
H: 1.4093 -0.0672 -1.1386
O: -2.6821 -0.7547 -0.3119
N: -1.5636 -0.5099 -0.0741
O: -0.8984 -1.6229 0.5223
H: -0.0613 -1.1393 0.5708

---

The relative energies come out as a 0.1250; b 0.0000, with values in hartree.

---

a.
This record from the Open Molecules 2025 dataset describes a cluster of 2 separate species, C8H13N2OS in total. The level of theory is ωB97M-V/def2-TZVPD.

Calculated values
Molar mass ... 185.27 u
Kohn-Sham gap (spin up / spin down) ... 0.261 / 0.310 Ha
Net charge ... +1
HOMO level (spin up / spin down) ... -11.5 / -11.9 eV

Positions of all 25 atoms, in Å:
C: -1.9854 0.4033 -1.8555
C: -2.4854 1.2388 -0.9863
C: 1.8210 0.0133 -0.2314
C: 1.1843 -0.1517 0.8694
C: 3.3092 -0.2379 -0.1965
C: -1.4237 -0.5059 0.1091
C: 4.2935 0.3277 0.7945
C: -1.4150 1.6909 1.1616
N: -1.3177 -0.6314 -1.2888
N: -2.2516 0.7511 0.3913
O: 3.6995 -1.0542 -0.9598
S: -2.0778 -1.8295 1.1541
H: -1.7690 0.4923 -2.8713
H: -3.2512 1.9818 -1.2738
H: 1.2660 0.0481 -1.0856
H: 1.0342 -0.3696 1.8999
H: 5.1296 -0.3791 1.0736
H: 3.6817 0.5143 1.7802
H: 4.5594 1.3546 0.6163
H: -0.5843 1.9192 0.6131
H: -2.2419 2.4679 1.2622
H: -1.2284 1.2135 2.1186
H: -1.2494 -1.5622 -1.7578
H: -3.1301 0.5142 0.8314
H: -1.2298 -2.7229 0.9643

---

b.
This record from the Open Molecules 2025 dataset describes a cluster of 2 separate species, C8H13N2OS in total. The level of theory is ωB97M-V/def2-TZVPD.

Calculated values
Molar mass ... 185.27 u
Kohn-Sham gap ... 0.388 Ha
Net charge ... +1
HOMO level ... -13.7 eV

Positions of all 25 atoms, in Å:
C: -0.6636 -1.2360 1.3742
C: 1.1925 1.7740 -0.0478
C: 0.1084 2.2955 0.0186
C: 2.2091 0.8193 -0.2035
C: -1.0181 -1.6916 -0.0145
C: -1.8535 0.3499 0.4578
C: 3.6047 1.2739 0.2470
C: -1.1314 -0.1013 -1.8486
N: -1.2501 0.0860 1.4711
N: -1.7860 -0.6618 -0.6537
O: 1.8463 -0.2949 -0.5104
S: -3.0586 1.6048 0.1342
H: -1.1205 -1.7598 2.2804
H: 0.4140 -0.9785 1.5243
H: -0.7709 2.9705 0.1197
H: -0.0643 -1.9955 -0.5564
H: -1.7063 -2.5289 -0.1031
H: 4.2993 0.5321 0.2282
H: 3.4784 1.7847 1.2151
H: 3.9147 2.0394 -0.5220
H: -0.1149 0.2219 -1.4040
H: -0.9769 -0.8642 -2.5646
H: -1.7001 0.8176 -2.3414
H: -2.7417 -0.8671 -0.8907
H: -3.5672 1.8758 1.3414

---

c.
This record from the Open Molecules 2025 dataset describes the ion C8H13N2OS with charge +1. The level of theory is ωB97M-V/def2-TZVPD.

Calculated values
Molar mass ... 185.27 u
Kohn-Sham gap (spin up / spin down) ... 0.242 / 0.281 Ha
Net charge ... +1
HOMO level (spin up / spin down) ... -11.4 / -11.9 eV

Positions of all 25 atoms, in Å:
C: 1.8996 0.0068 -1.4852
C: -0.7788 0.4826 1.0302
C: -1.6144 -0.9955 -0.3411
C: 2.0284 1.1206 -0.5452
C: 1.5262 0.8679 0.8935
C: -1.3594 -2.0782 -1.3138
C: -0.0648 2.6097 1.8502
C: -2.9173 -0.5232 0.0350
N: 0.9710 -0.1247 -2.3317
N: 0.2237 1.4562 1.2006
O: -0.5364 -0.3979 0.1176
S: -2.4941 0.7072 1.3383
H: 2.5834 -0.8457 -1.2997
H: 3.0769 1.5073 -0.4202
H: 1.4941 2.0516 -0.8973
H: 1.4396 -0.1204 1.0652
H: 2.1697 1.2806 1.5859
H: -1.3495 -3.1191 -0.9115
H: -2.0294 -1.9358 -2.1692
H: -0.2073 -1.8644 -1.6096
H: 0.7808 3.0573 2.3901
H: 0.3766 0.7026 -2.3988
H: -0.9883 3.2006 1.5954
H: -3.6531 -1.1645 0.4339
H: -3.3091 0.1022 -0.8147

---

The relative energies come out as a 0.1028; b 0.0000; c 0.0315, with values in hartree.

---

a.
This record from the Open Molecules 2025 dataset describes a cluster of 2 separate species, C3H2NO2S in total. The level of theory is ωB97M-V/def2-TZVPD.

Calculated values
Molar mass ... 116.12 u
Kohn-Sham gap (spin up / spin down) ... 0.242 / 0.262 Ha
Net charge ... -1
HOMO level (spin up / spin down) ... -3.7 / -4.2 eV

Positions of all 9 atoms, in Å:
C: -1.6030 -2.0980 0.4641
C: 0.3951 0.0822 0.5273
C: -1.4974 -0.7633 0.6704
N: -1.5358 -3.2701 0.2738
O: -2.4291 1.6813 0.2064
O: -4.0347 0.1743 1.1533
S: -2.8503 0.2814 0.3022
H: 0.2954 1.2358 0.5340
H: 0.9313 -0.2665 -0.2809

---

b.
This record from the Open Molecules 2025 dataset describes a cluster of 2 separate species, C3H2NO2S in total. The level of theory is ωB97M-V/def2-TZVPD.

Calculated values
Molar mass ... 116.12 u
Kohn-Sham gap ... 0.176 Ha
Net charge ... -1
HOMO level ... -1.8 eV

Positions of all 9 atoms, in Å:
C: -0.8765 -0.0931 -0.8308
C: 2.2585 0.4539 -0.1587
C: -1.4508 -0.8724 0.0644
N: -1.5774 0.5394 0.3047
O: -1.7959 -1.9358 0.5505
O: 2.5149 -0.4287 -0.8909
S: 1.6089 1.4565 0.8341
H: 0.2646 -0.0185 -0.9258
H: -0.9464 0.8986 1.0524

---

c.
This record from the Open Molecules 2025 dataset describes the ion C3H2NO2S with charge -1. The level of theory is ωB97M-V/def2-TZVPD.

Calculated values
Molar mass ... 116.12 u
Kohn-Sham gap ... 0.287 Ha
Net charge ... -1
SMILES ... O=C/N=C\C([O-])=S
HOMO level ... -3.9 eV

Positions of all 9 atoms, in Å:
O: 1.9664 1.6654 -0.7890
C: 0.9754 1.1662 -0.2434
N: 0.7366 -0.0638 0.2579
C: -0.0953 -0.8333 -0.2310
C: -0.7969 -0.6807 -1.5528
O: -1.4769 -1.5884 -1.9213
S: -0.5722 0.9199 -2.1189
H: 0.1625 1.7485 0.2818
H: -0.4860 -1.6530 0.2428

---

The relative energies come out as a 0.1951; b 0.1041; c 0.0000, with values in hartree.